Molecular formula: CH3O3
Method: DFT, the ωB97M-V functional and the def2-TZVPD basis

Atoms and positions in Å:
O: 1.425 -0.839 -1.485
H: 0.953 -0.127 -0.981
O: -1.907 -0.303 1.016
C: -1.034 0.558 0.809
O: -0.320 0.737 -0.216
H: -0.926 1.321 1.618
H: 1.809 -1.346 -0.761

Force components x, y, z for each atom (eV/Å):
O 0.45 0.22 0.39
H -0.51 -0.31 -0.38
O 0.29 0.03 0.04
C -0.53 -0.10 -0.53
O 0.07 0.15 0.50
H 0.24 0.13 0.14
H -0.01 -0.12 -0.16

* E: -265.68928 Ha
* energy above the lowest of the compared OMol25 structures with the same formula, charge and spin: 22.4 kJ/mol
* E_LUMO: 4.486 eV
* net charge: -1
* HOMO-LUMO gap: 0.322 Ha

Atom charges from the natural (NBO) analysis, given in e for atoms 1 to 5: -0.993, 0.516, -0.761, 0.635, -0.830



Molecular formula: CH3O3
Method: DFT, the ωB97M-V functional and the def2-TZVPD basis

Atoms and positions in Å:
O: -2.306 -0.770 0.949
H: -1.936 -1.568 1.390
H: -1.517 -0.252 0.671
O: 0.713 0.868 0.162
O: 2.707 0.607 -0.616
C: 1.438 0.646 -0.796
H: 0.902 0.470 -1.760

Force components x, y, z for each atom (eV/Å):
O 0.80 -0.55 0.29
H -0.27 1.00 -0.55
H -0.27 -0.28 0.17
O -3.04 0.28 1.29
O -1.18 -0.30 -2.25
C 3.28 -0.10 1.39
H 0.68 -0.05 -0.35

* E: -265.67260 Ha
* energy above the lowest of the compared OMol25 structures with the same formula, charge and spin: 66.2 kJ/mol
* E_LUMO: 4.124 eV
* net charge: -1
* HOMO-LUMO gap: 0.287 Ha

Atom charges from the natural (NBO) analysis, given in e for atoms 1 to 5: -0.977, 0.459, 0.511, -0.797, -0.811



Molecular formula: CH3O3P
Method: DFT, the ωB97M-V functional and the def2-TZVPD basis

Atoms and positions in Å:
C: -0.157 0.096 -0.193
P: -1.330 0.086 -1.649
O: -2.486 -0.882 -1.376
O: -1.578 1.585 -1.747
O: -0.183 -0.703 -3.075
H: 0.305 -0.818 -0.497
H: 0.605 0.827 -0.515
H: -0.525 0.106 0.783

Force components x, y, z for each atom (eV/Å):
C 1.25 -0.49 -3.25
P 2.04 -1.64 -2.80
O 0.61 0.79 -0.01
O -0.57 -0.23 -0.79
O -2.84 2.33 3.90
H 0.67 -1.20 0.69
H -0.47 0.18 0.75
H -0.68 0.27 1.51

* E: -606.92168 Ha
* SMILES string: CP(=O)([O-])[O-]
* energy above the lowest of the compared OMol25 structures with the same formula, charge and spin: 194.8 kJ/mol
* E_LUMO: 7.671 eV
* net charge: -2
* HOMO-LUMO gap: 0.224 Ha

Atom charges from the natural (NBO) analysis, given in e for atoms 1 to 5: -1.073, 2.261, -1.237, -1.248, -1.322



Molecular formula: CH3O3P
Method: DFT, the ωB97M-V functional and the def2-TZVPD basis

Atoms and positions in Å:
C: 1.391 0.075 0.003
O: 0.090 0.613 0.012
P: -1.668 -0.123 -0.084
O: -2.599 0.979 0.087
O: -2.350 -1.474 -0.012
H: 1.870 0.027 -1.040
H: 1.345 -0.862 0.481
H: 1.921 0.765 0.553

Force components x, y, z for each atom (eV/Å):
C -0.60 -1.20 -2.83
O -5.19 -0.94 -0.69
P 0.35 -0.63 1.29
O 0.97 1.48 -0.37
O 3.45 1.31 -0.60
H -0.96 -0.13 1.35
H 0.62 -1.28 0.45
H 1.37 1.39 1.39

* E: -606.93250 Ha
* SMILES string: COP(=O)=O
* energy above the lowest of the compared OMol25 structures with the same formula, charge and spin: 243.4 kJ/mol
* E_LUMO: -1.983 eV
* net charge: 0
* HOMO-LUMO gap: 0.353 Ha

Atom charges from the natural (NBO) analysis, given in e for atoms 1 to 5: -0.233, -0.717, 2.277, -0.970, -0.922



Which value of E_LUMO does entry 2 give? 4.124 eV



E_LUMO of number 1 (CH3O3)? 4.486 eV



Look up the HOMO-LUMO gap of the first one. 0.322 Ha



Copy entry 1 word for word.
Molecular formula: CH3O3
Method: DFT, the ωB97M-V functional and the def2-TZVPD basis

Atoms and positions in Å:
O: 1.425 -0.839 -1.485
H: 0.953 -0.127 -0.981
O: -1.907 -0.303 1.016
C: -1.034 0.558 0.809
O: -0.320 0.737 -0.216
H: -0.926 1.321 1.618
H: 1.809 -1.346 -0.761

Force components x, y, z for each atom (eV/Å):
O 0.45 0.22 0.39
H -0.51 -0.31 -0.38
O 0.29 0.03 0.04
C -0.53 -0.10 -0.53
O 0.07 0.15 0.50
H 0.24 0.13 0.14
H -0.01 -0.12 -0.16

* E: -265.68928 Ha
* energy above the lowest of the compared OMol25 structures with the same formula, charge and spin: 22.4 kJ/mol
* E_LUMO: 4.486 eV
* net charge: -1
* HOMO-LUMO gap: 0.322 Ha

Atom charges from the natural (NBO) analysis, given in e for atoms 1 to 5: -0.993, 0.516, -0.761, 0.635, -0.830